# C28H53BNO8S

A 5-piece molecular cluster, C28H53BNO8S overall (ωB97M-V with the def2-TZVPD basis set, the Open Molecules 2025 dataset).

## Properties
HOMO, eV: -5.05
Net charge: -1
E_LUMO, eV: 2.322
Spin multiplicity: 1
Kohn-Sham gap, hartree: 0.2708

Geometry as XYZ:
```
92
C28H53BNO8S (ωB97M-V with the def2-TZVPD basis set)
N -0.463 0.071 2.569
C -0.730 1.492 2.127
C -0.180 1.877 0.634
B -0.938 1.124 -0.614
C -0.304 -0.365 -0.999
C 1.276 -0.264 -1.483
C 2.184 -0.753 -0.206
S 2.259 -2.644 -0.148
O 2.586 -3.274 -1.554
O 3.414 -3.051 0.804
O 0.778 -3.355 0.356
C -2.571 0.998 -0.474
O -3.032 -0.025 0.476
C -4.004 -0.953 -0.119
C -5.418 -1.176 0.744
C -6.585 -2.221 0.237
C -6.337 -3.030 -1.169
C -4.972 -2.849 -2.071
C -3.825 -1.819 -1.498
H -0.998 -0.638 2.023
H 0.553 -0.152 2.645
H -1.863 1.767 2.240
H -0.147 2.193 2.894
H 0.983 1.689 0.500
H -0.324 3.051 0.513
H -0.740 1.803 -1.582
H -0.491 -1.127 -0.131
H -0.906 -0.731 -1.951
H 1.518 0.818 -1.864
H 1.399 -1.081 -2.340
H 1.624 -0.415 0.764
H 3.235 -0.235 -0.198
H 1.029 -4.276 0.665
H -2.999 2.064 -0.149
H -2.986 0.841 -1.582
H -5.594 -0.581 1.758
H -7.575 -2.406 0.867
H -7.158 -3.776 -1.545
H -4.774 -3.406 -3.082
H -2.845 -1.709 -2.147
C -3.591 6.768 -0.192
C -2.805 6.976 1.077
C -2.585 5.556 1.550
O -2.529 4.731 0.378
C -2.970 5.505 -0.746
H -3.536 7.610 -0.886
H -4.646 6.591 0.050
H -1.841 7.445 0.843
H -3.317 7.598 1.815
H -3.423 5.208 2.164
H -1.661 5.444 2.124
H -2.092 5.731 -1.361
H -3.673 4.919 -1.344
C 3.560 -1.296 5.508
C 4.531 -1.950 4.559
C 4.165 -1.307 3.239
O 3.682 0.010 3.538
C 3.472 0.109 4.953
H 3.882 -1.322 6.553
H 2.583 -1.788 5.437
H 5.557 -1.680 4.834
H 4.458 -3.040 4.537
H 3.358 -1.854 2.741
H 5.016 -1.241 2.555
H 4.261 0.748 5.364
H 2.504 0.578 5.151
C -2.512 2.624 -5.646
C -1.355 2.792 -4.695
C -1.830 3.929 -3.816
O -3.260 3.840 -3.758
C -3.700 2.905 -4.753
H -2.555 1.638 -6.116
H -2.453 3.380 -6.439
H -1.234 1.882 -4.095
H -0.405 3.004 -5.191
H -1.572 4.901 -4.250
H -1.417 3.878 -2.805
H -4.030 1.998 -4.236
H -4.549 3.323 -5.302
C 5.109 -5.517 -0.555
C 5.895 -5.308 0.713
C 6.115 -6.729 1.187
O 6.171 -7.554 0.015
C 5.730 -6.780 -1.109
H 5.164 -4.675 -1.249
H 4.054 -5.694 -0.313
H 6.859 -4.840 0.480
H 5.383 -4.687 1.452
H 5.277 -7.077 1.801
H 7.039 -6.841 1.761
H 6.608 -6.554 -1.724
H 5.027 -7.366 -1.707
```

# C6H8BNO3

A 2-piece molecular cluster, C6H8BNO3 overall (ωB97M-V with the def2-TZVPD basis set, the Open Molecules 2025 dataset).

## Properties
HOMO (spin up / spin down), eV: -9.76 / -8.01
E_LUMO (spin up / spin down), eV: -1.514 / -0.277
ΔE to the lowest compared entry with this formula, charge and spin, kJ/mol: 80.9
Spin multiplicity: 1
Kohn-Sham gap (spin up / spin down), hartree: 0.3030 / 0.2843

Geometry as XYZ:
```
19
C6H8BNO3 (ωB97M-V with the def2-TZVPD basis set)
B 1.379 -0.858 3.570
C -0.887 -0.201 -3.266
C -1.889 0.704 -3.022
C 0.154 -0.455 -2.362
C -1.795 1.531 -1.909
C 0.261 0.274 -1.228
C -0.622 1.401 -1.044
N -0.518 2.176 -0.013
O 1.047 -0.411 4.823
O 2.382 -1.844 3.389
O 0.880 -0.254 2.493
H -0.996 -0.960 -4.111
H -2.761 0.638 -3.642
H 0.698 -1.323 -2.629
H -2.604 2.041 -1.487
H 0.925 -0.064 -0.435
H 0.358 0.507 2.718
H 1.331 -0.884 5.620
H 2.659 -2.016 2.535
```

# C28H56F6LiO21P

C28H56F6LiO21P as an isolated structure (ωB97M-V with the def2-TZVPD basis set, the Open Molecules 2025 dataset).

## Properties
HOMO, eV: -9.91
E_LUMO, eV: -0.241
Spin multiplicity: 1
Kohn-Sham gap, hartree: 0.3552

Geometry as XYZ:
```
113
C28H56F6LiO21P (ωB97M-V with the def2-TZVPD basis set)
Li 3.861 -27.707 1.109
P 1.228 -28.253 1.814
F 2.031 -26.862 1.609
F 2.397 -28.713 2.888
F 0.440 -27.552 3.029
F 0.557 -29.680 2.225
F 0.115 -27.921 0.739
F 2.219 -28.844 0.610
C 0.887 -32.871 4.454
C 1.047 -31.403 4.790
O 1.602 -31.232 6.109
C 0.788 -31.268 7.162
O -0.414 -31.245 7.106
O 1.553 -31.147 8.245
C 0.881 -31.300 9.482
H 1.794 -33.307 4.040
H 0.110 -32.966 3.687
H 0.497 -33.465 5.281
H 0.170 -30.774 4.669
H 1.851 -31.043 4.150
H 0.187 -32.136 9.473
H 0.393 -30.378 9.798
H 1.624 -31.472 10.262
C 1.715 -23.739 3.989
C 3.133 -24.234 4.227
O 3.983 -23.168 3.836
C 5.166 -22.953 4.372
O 5.632 -23.510 5.327
O 5.762 -22.005 3.675
C 7.075 -21.641 4.101
H 1.585 -23.552 2.919
H 1.511 -22.774 4.461
H 0.839 -24.322 4.277
H 3.270 -25.127 3.617
H 3.350 -24.452 5.274
H 7.446 -21.055 3.266
H 7.774 -22.467 4.239
H 7.055 -21.114 5.052
C -1.045 -24.959 1.821
C -1.778 -23.651 2.089
O -1.796 -22.863 0.879
C -2.914 -22.845 0.160
O -4.006 -23.265 0.450
O -2.640 -22.261 -0.996
C -3.657 -22.054 -1.939
H -1.584 -25.504 1.049
H -0.976 -25.492 2.768
H -0.038 -24.694 1.504
H -1.124 -23.012 2.690
H -2.746 -23.762 2.572
H -4.240 -21.164 -1.683
H -4.333 -22.906 -1.987
H -3.284 -21.813 -2.933
C 2.567 -24.270 0.125
C 3.530 -24.322 -1.038
O 3.173 -25.318 -2.016
C 3.355 -26.617 -1.789
O 3.869 -27.218 -0.878
O 2.912 -27.210 -2.891
C 2.785 -28.630 -2.963
H 2.656 -23.327 0.670
H 2.796 -25.061 0.834
H 1.543 -24.261 -0.248
H 4.552 -24.470 -0.686
H 3.494 -23.408 -1.626
H 1.850 -28.772 -3.501
H 2.746 -29.074 -1.969
H 3.592 -29.053 -3.560
C -1.126 -26.889 5.589
C -1.741 -28.046 6.370
O -1.546 -27.807 7.745
C -1.910 -28.777 8.592
O -2.407 -29.811 8.241
O -1.612 -28.403 9.832
C -2.091 -29.238 10.883
H -1.153 -27.121 4.526
H -0.114 -26.621 5.887
H -1.768 -26.007 5.671
H -1.316 -28.988 6.020
H -2.820 -28.018 6.184
H -1.638 -30.224 10.831
H -3.176 -29.282 10.932
H -1.724 -28.751 11.785
C -2.931 -29.187 2.838
C -3.735 -30.423 3.195
O -3.033 -31.643 3.265
C -2.986 -32.345 4.387
O -3.137 -31.923 5.493
O -2.738 -33.635 4.167
C -2.506 -34.109 2.849
H -3.570 -28.337 3.085
H -2.693 -29.320 1.782
H -2.044 -28.946 3.424
H -4.534 -30.561 2.462
H -4.235 -30.167 4.135
H -3.219 -33.952 2.037
H -2.371 -35.185 2.928
H -1.574 -33.657 2.502
C 8.653 -28.862 -0.023
C 7.258 -28.939 -0.618
O 6.701 -30.211 -0.290
C 5.545 -30.277 0.346
O 4.933 -29.372 0.862
O 5.189 -31.549 0.393
C 3.901 -31.908 0.919
H 8.551 -28.567 1.020
H 9.221 -28.074 -0.526
H 9.233 -29.765 -0.195
H 7.230 -28.810 -1.702
H 6.679 -28.095 -0.240
H 3.435 -31.020 1.346
H 3.926 -32.744 1.607
H 3.323 -32.185 0.036
```

> Which value of spin multiplicity does entry 1 give?

1